# 1
Entry from OMol25: a structure of composition C14H18N6O5PS2SeW (wB97M-V/def2-TZVPD).

The geometry in XYZ format:
```
48
Properties=species:S:1:pos:R:3:forces:R:3:lowdin_spin:R:1
H -3.13896 -3.95927 3.47319 0.00 0.00 0.00 0.000
C -1.56573 2.40846 -0.73290 -0.04 -0.03 0.06 0.005
N -0.68637 1.38695 -0.50592 0.08 0.09 0.00 0.007
H -4.55411 -3.17560 2.70416 0.00 0.00 0.00 0.000
C -0.00318 0.10577 3.04954 -0.02 0.02 -0.02 0.008
C 3.28809 1.54363 2.74064 0.02 0.01 -0.01 0.001
H 3.57251 1.49300 3.78735 0.01 0.00 0.00 0.000
O -3.69504 -1.56222 -2.78624 0.16 0.19 0.15 0.004
N 1.73367 -1.06297 -2.18208 0.04 0.14 0.01 0.027
C -3.88792 -4.03584 2.68671 0.00 -0.01 0.00 0.000
S -2.14316 -1.74759 1.93228 -0.17 -0.02 0.19 0.006
C 1.90719 -0.14799 -3.29911 0.01 0.00 -0.01 0.002
P 2.00424 0.91189 -0.22803 -0.07 0.04 0.06 0.012
C 1.10849 0.64750 3.61637 0.01 -0.03 0.06 -0.001
H -0.88718 -0.25083 3.54480 0.00 0.00 -0.01 0.000
H 1.65815 4.10952 -2.49242 0.00 0.01 0.00 0.000
S -1.77503 -3.13222 -0.50119 0.03 -0.22 -0.06 -0.015
H 2.30350 -0.69855 -4.14741 0.01 0.01 0.00 0.000
Se -2.82506 -0.35526 -2.21976 -0.55 0.01 -0.78 0.014
H 1.35284 0.83970 4.64606 0.02 0.00 0.00 0.000
H -1.18271 4.51254 -1.33000 0.02 0.01 -0.01 0.000
N 1.19166 -1.78242 -0.15367 -0.30 0.11 -0.26 0.040
O -2.93723 -0.21859 -0.51015 0.29 -0.01 0.09 0.067
N 0.46799 3.17386 -1.04104 -0.01 -0.02 0.03 0.005
O -3.23755 -4.11770 1.39998 0.03 0.01 -0.01 0.018
H 2.49946 3.66075 -0.99449 0.00 0.00 -0.01 0.000
N 0.16235 0.07038 1.68966 0.03 -0.05 -0.12 0.013
H -4.44835 -4.95865 2.77880 0.00 0.00 0.01 0.000
H 3.26579 2.58564 2.42706 0.01 0.00 0.01 0.000
C -2.48325 -3.13310 1.01637 -0.06 0.03 0.05 0.031
W -1.01530 -0.78539 -0.06367 -0.08 0.10 0.65 1.644
C 1.36553 0.58714 1.44463 -0.01 -0.05 -0.02 0.012
H 2.61896 0.63334 -3.03002 -0.01 0.00 0.00 0.000
H 1.39014 5.04146 -1.00484 0.01 0.00 0.01 0.000
C 0.53639 1.87293 -0.69932 -0.06 0.00 -0.01 0.008
C -0.85599 3.52295 -1.06360 -0.02 0.01 -0.05 -0.001
C 1.57265 4.04920 -1.40891 0.02 0.01 -0.01 0.001
O -2.93720 1.07810 -2.92068 0.09 -0.20 0.15 0.013
N 1.96949 0.93764 2.59520 -0.06 0.01 -0.05 0.008
C 1.47815 -0.70389 -0.90103 0.43 -0.05 -0.21 -0.005
H 1.06808 -3.85425 -0.68320 -0.01 0.00 -0.01 0.001
H 1.71106 -2.94797 -3.19224 0.00 0.00 -0.01 0.001
H 0.94398 0.28753 -3.56477 0.00 0.01 0.00 0.001
C 1.27083 -2.85267 -1.01747 -0.01 -0.07 0.19 0.025
H 4.01641 0.99411 2.14958 0.00 0.01 0.00 0.000
O -1.16158 -0.82676 -2.07926 0.15 0.01 0.01 0.026
C 1.59271 -2.41864 -2.26272 0.01 -0.03 -0.09 0.019
H -2.62940 2.27441 -0.66626 0.00 -0.01 0.01 0.000
```
Forces are in eV/Å.

Summary:
2S+1: 3
Total charge: +1
<S²>: 2.02

---

# 2
Entry from OMol25: a structure of composition C23H32FN3O2PtS (wB97M-V/def2-TZVPD).

The geometry in XYZ format:
```
63
Properties=species:S:1:pos:R:3:forces:R:3:lowdin_spin:R:1
H 1.12718 3.30626 -3.05234 -0.02 -0.03 0.03 0.007
N -0.87752 0.34910 -4.74944 -0.04 -0.05 -0.08 0.019
O -1.53334 -1.68304 -0.35322 0.01 0.06 -0.02 0.161
H -0.43401 0.71134 -6.77374 -0.03 0.01 0.00 0.001
H -2.87489 1.65296 3.99552 0.03 -0.03 -0.02 0.000
N 0.18552 0.28216 0.89940 -0.31 0.04 -0.24 0.509
H 0.51352 -0.61000 -6.03316 0.01 0.01 0.03 0.001
H -3.77534 1.33514 0.98273 0.01 -0.05 -0.04 0.007
N 0.73126 1.96793 -4.62598 0.16 0.20 0.18 0.012
H -1.14512 4.09301 0.72874 0.01 0.00 0.03 0.001
H -0.27217 2.67361 0.19606 0.05 -0.04 -0.01 0.006
C -1.99458 -3.50737 -1.85104 0.01 0.08 -0.02 0.013
C -0.52299 0.12838 2.09606 0.12 -0.13 0.22 0.062
H -1.48334 -3.85169 -2.74695 -0.01 0.00 0.00 0.002
H 2.51620 2.90912 -4.07762 0.01 -0.04 0.01 0.000
H -1.19458 -0.83723 -6.42302 -0.02 -0.01 0.01 0.000
H 4.27972 0.99884 2.76301 -0.02 -0.01 -0.05 -0.002
C 1.53800 0.30988 0.86669 -0.03 0.05 0.14 0.060
H -1.58651 -0.16748 -4.25197 -0.07 -0.02 0.02 0.001
H 1.26154 4.00901 -4.67052 -0.04 -0.01 -0.02 0.000
O -1.34498 -1.26618 -2.47281 -0.11 -0.09 0.18 0.248
H 4.06628 -0.18479 -1.37600 -0.01 0.00 0.03 -0.002
H 5.41060 0.46591 0.62264 -0.03 -0.01 0.01 0.007
C 2.23334 0.03091 -0.32920 -0.05 -0.03 -0.02 0.100
C -1.50584 1.08178 2.46785 0.08 0.06 -0.13 0.053
C -1.60834 -2.10473 -1.53698 -0.06 -0.09 0.00 0.021
H -1.77362 -4.15044 -1.00397 -0.01 -0.02 0.00 0.002
C -2.14282 0.91790 3.68064 -0.03 0.03 0.14 0.004
C 0.62328 -2.17306 2.48724 -0.08 -0.04 0.13 0.004
Pt -0.85141 0.34101 -0.99387 0.23 0.22 -0.35 1.657
H -3.07037 -3.53117 -2.03697 0.01 0.00 0.00 0.000
C -0.24838 -3.42883 2.32752 0.05 0.04 0.01 0.003
H -2.45816 2.94198 2.29160 -0.10 -0.03 0.05 0.006
H -0.70681 -1.93498 4.78305 -0.03 0.03 -0.05 -0.001
C 1.45027 3.12102 -4.07094 -0.08 -0.02 -0.09 0.009
C -0.76080 3.12689 1.05964 -0.10 0.03 0.03 0.013
C -0.24746 -1.00083 2.91931 0.15 0.04 -0.23 0.075
C -0.31587 1.35235 -4.11240 0.10 0.06 -0.07 0.040
H 2.41863 -1.58040 3.58974 -0.01 -0.01 0.02 0.001
H -2.35101 -0.24302 5.47207 0.03 0.00 -0.02 0.004
H 2.36617 -3.28167 3.11798 -0.01 0.01 0.02 0.000
H 1.81503 0.91654 2.91480 0.01 0.00 -0.04 0.003
C -0.46167 -0.12052 -6.06891 0.05 -0.02 0.06 0.003
C 3.58911 0.06634 -0.43753 0.14 -0.01 -0.05 -0.004
H -2.45509 1.05154 -0.11087 -0.09 -0.17 -0.20 0.028
H -0.67350 -3.73278 3.28578 0.01 -0.01 -0.04 0.000
H 1.08536 1.61271 -5.50259 -0.01 0.00 -0.04 0.000
C -1.90728 2.27967 1.62209 0.15 -0.12 -0.12 0.013
H 1.37950 -2.71292 4.45902 0.02 0.01 -0.03 0.000
C 4.33205 0.41803 0.69251 -0.02 0.02 0.05 0.151
C -0.90954 -1.09165 4.13381 -0.09 -0.04 0.11 -0.005
H -3.23313 2.65955 -0.08382 0.04 -0.04 -0.07 0.002
F 1.49200 -0.34349 -1.42019 -0.01 0.02 0.04 0.075
H 1.06150 -1.96548 1.51290 0.02 0.03 -0.06 0.000
C 3.69361 0.71492 1.89838 0.10 -0.01 -0.02 -0.006
H -1.06521 -3.25233 1.62850 -0.02 -0.01 0.02 0.000
H 0.00530 3.30834 1.81427 -0.03 0.01 0.01 0.001
H 0.36110 -4.25485 1.95514 -0.03 0.03 0.03 0.000
C -2.90896 1.84020 0.55712 0.07 0.31 0.21 0.105
C 1.76370 -2.44497 3.47360 -0.01 0.04 -0.04 0.004
C -1.84224 -0.14803 4.52144 0.01 -0.01 -0.01 0.073
C 2.32354 0.66210 1.99324 -0.08 0.00 -0.01 0.109
S -1.08647 1.96751 -2.64403 -0.01 -0.21 0.35 0.345
```
Forces are in eV/Å.

Summary:
2S+1: 5
Total charge: +2
<S²>: 6.05

---

# 3
Entry from OMol25: an isolated molecule of C2H5NS (wB97M-V/def2-TZVPD).

The geometry in XYZ format:
```
9
Properties=species:S:1:pos:R:3:forces:R:3:lowdin_charge:R:1
H -1.12735 1.19308 0.04744 -0.47 0.78 0.04 0.116
C 0.96728 0.90868 0.06550 -1.32 -2.26 -2.11 -0.605
S 2.16975 -0.28457 -0.01741 -0.55 2.11 0.68 0.567
N -0.38373 0.55875 -0.09202 4.40 1.25 -0.42 -0.182
H -1.70910 -1.12457 -0.60559 3.15 1.03 2.34 0.148
H 0.25980 -1.51095 -0.48633 -2.37 2.24 1.70 0.059
H -0.68708 -0.88477 1.21574 0.01 -1.34 -2.44 0.117
C -0.60179 -0.79589 0.03327 -3.35 -4.67 -0.38 -0.268
H 1.11221 1.94024 -0.16059 0.50 0.84 0.59 0.047
```
Forces are in eV/Å.

Summary:
Structure (SMILES): CNC=S
Total charge: 0

---

# 4
Entry from OMol25: an isolated molecule of C3H3NO (wB97M-V/def2-TZVPD).

The geometry in XYZ format:
```
8
Properties=species:S:1:pos:R:3:forces:R:3:lowdin_charge:R:1
O 0.73369 0.89833 -0.08738 0.16 1.03 0.71 0.026
H 2.23092 -0.46479 0.20939 -0.33 0.05 -0.70 0.143
N 0.30421 -1.23747 -0.05917 -2.10 -1.52 0.25 0.087
C 1.17555 -0.32283 -0.03908 2.55 -1.30 0.34 -0.287
H -1.93479 -0.90003 -0.01125 -0.73 -1.12 -0.03 0.086
C -0.94181 -0.56555 -0.04391 2.28 2.40 0.12 -0.086
H -0.96065 1.83712 0.03498 -0.73 -2.15 -0.09 0.149
C -0.60713 0.75522 -0.00358 -1.09 2.61 -0.60 -0.118
```
Forces are in eV/Å.

Summary:
Structure (SMILES): c1cocn1
Total charge: 0

---

# 5
Entry from OMol25: a structure of composition C23H34N3O8PPdS2 (wB97M-V/def2-TZVPD).

The geometry in XYZ format:
```
72
Properties=species:S:1:pos:R:3:forces:R:3:lowdin_charge:R:1
H 0.79607 4.05081 -2.52578 0.00 -0.01 -0.01 0.084
C 0.97882 -2.95616 -2.06857 -0.01 0.06 -0.04 -0.029
H 3.94729 -1.23927 -1.56196 -0.01 -0.01 0.01 0.090
C -2.60302 2.15814 1.22293 0.07 0.01 0.05 -0.334
H -3.21433 -2.87325 5.12404 0.00 0.00 0.00 0.119
H 3.73644 -2.95671 -1.95012 0.01 0.01 -0.01 0.093
S -2.66886 -2.00099 0.57336 -0.12 0.17 0.19 0.614
C -3.16237 1.59679 -1.41116 0.05 -0.05 -0.07 -0.325
H -2.76808 1.44833 -2.41272 0.00 -0.01 0.01 0.033
H 2.33591 1.01454 -5.14250 -0.01 -0.01 0.01 0.075
H 0.17414 3.24043 -5.44671 -0.01 0.01 -0.01 0.092
C 1.63017 3.76026 -3.16686 0.00 -0.01 0.01 -0.031
C 0.39307 0.75983 2.55498 -0.13 0.01 -0.12 -0.078
H -4.31097 -4.65691 0.59327 0.00 0.01 0.00 0.121
H 1.82017 1.96601 -0.13370 -0.02 -0.03 0.00 0.108
C 1.34581 2.42531 -3.83681 -0.07 0.04 -0.03 -0.619
H 2.00794 2.45720 5.73429 -0.01 -0.01 0.00 0.097
O -0.82779 -0.02195 -2.30848 0.03 0.10 0.10 -0.374
H -5.06483 -5.85863 2.63395 0.00 0.00 0.02 0.104
H -3.55401 0.65525 -1.03030 0.01 -0.02 0.02 0.024
H 3.21239 -1.72103 -3.10710 -0.01 -0.01 0.00 0.085
N 0.59935 1.04063 1.26920 0.74 0.32 0.08 -0.079
H 3.42425 1.89207 -4.05153 -0.01 0.01 0.00 0.091
C -4.07681 -4.28087 1.58020 0.01 0.01 0.02 -0.032
H 1.77681 4.53318 -3.92183 0.00 0.01 0.00 0.091
H -0.03126 -2.86236 -1.67638 -0.01 -0.01 0.03 0.059
C 2.53334 1.97725 -4.67618 -0.03 -0.01 0.01 -0.027
P 0.62667 0.00369 -2.83656 -0.08 0.10 -0.41 0.287
C 3.39183 2.44551 4.19253 -0.02 -0.03 0.01 -0.493
C 2.59306 2.22239 1.85324 0.02 0.01 0.04 0.023
H 2.72482 2.71701 -5.45531 0.01 0.00 0.01 0.091
C 2.37699 1.93968 3.19773 -0.02 -0.01 0.00 -0.111
C 1.98476 -2.19558 0.09657 0.00 0.07 -0.06 -0.026
C 0.06437 2.49525 -4.65842 0.02 -0.04 0.06 -0.026
H 1.34269 -3.96066 -1.84627 -0.01 -0.01 0.01 0.100
C -4.18916 -4.44784 3.99736 -0.01 -0.04 -0.09 -0.067
Pd -0.32343 0.39756 -0.40838 -0.14 -0.04 -0.24 0.832
C -2.25722 -1.34151 2.90090 0.12 0.12 0.28 -0.529
H 2.59222 -1.42307 0.57431 0.01 -0.02 -0.01 0.084
H 1.04661 0.90991 4.56173 -0.01 -0.01 0.00 0.122
H -3.00394 1.17101 1.43782 0.00 -0.02 -0.02 0.029
C -4.49375 -4.94398 2.72769 0.01 0.03 0.09 -0.070
C -3.04347 -2.62119 3.00587 -0.03 0.03 -0.14 -0.137
H -0.77631 2.78195 -4.02281 0.02 0.02 -0.01 0.086
O -3.74969 -1.38877 -0.16434 0.04 0.10 -0.09 -0.314
H 0.97945 -2.18608 0.52581 -0.01 -0.03 0.00 0.073
S -1.78699 2.14180 -0.38295 -0.30 -0.04 0.17 0.835
C 1.26302 1.19632 3.54168 0.04 0.04 0.05 0.027
H -3.37997 2.92071 1.21093 0.01 0.01 -0.07 0.052
C 1.68951 1.76722 0.92367 -0.13 -0.09 0.08 -0.087
C 3.29273 -1.96473 -2.04754 -0.02 0.00 0.02 -0.021
H 2.43769 -3.16602 0.29911 -0.02 -0.01 0.01 0.096
H 2.53449 3.69430 -2.55952 -0.01 0.00 -0.01 0.086
C 1.91623 -1.96351 -1.40404 0.17 -0.06 0.19 -0.591
H 0.96032 -2.82089 -3.14787 0.03 -0.01 0.00 0.078
O -1.87980 -0.72832 3.90266 -0.06 -0.03 -0.12 0.001
H -4.52892 -4.98570 4.87294 -0.01 -0.01 -0.01 0.103
O 0.89878 -0.63709 -4.12456 0.15 -0.05 0.12 -0.224
H 3.46502 2.78598 1.55405 -0.01 0.00 0.00 0.128
H -0.49050 0.19402 2.81364 -0.02 -0.06 0.02 0.067
H -3.92119 2.37754 -1.41005 0.04 0.04 0.04 0.054
N 2.97659 2.52232 5.48174 0.03 0.03 -0.01 0.179
C -3.45864 -3.27642 4.15032 -0.02 -0.02 -0.03 -0.005
O 4.51116 2.74294 3.83410 0.01 0.01 0.01 0.077
O -1.63932 -2.64418 -0.20073 0.15 -0.14 -0.18 -0.320
O 1.42094 -0.56558 -1.51497 -0.31 -0.04 -0.03 -0.255
N -2.00952 -0.96660 1.62457 -0.25 -0.25 -0.02 -0.104
H 3.61920 2.91673 6.14767 0.00 0.00 0.01 0.117
H -0.15604 1.53184 -5.11849 0.02 0.00 -0.01 0.084
C -3.35125 -3.11988 1.75783 0.04 -0.05 0.09 -0.217
O 1.15971 1.50850 -2.71582 0.06 -0.07 0.01 -0.205
H -1.85943 2.41554 1.97466 0.00 0.01 -0.02 0.037
```
Forces are in eV/Å.

Summary:
Total charge: 0

---

F_max / eV/A: 1.0; 0.5; 5.8; 3.3; 0.8
Energy relative to the best compared isomer or geometry (same formula, charge and spin) / kcal per mole: 22.28; 0.00; 48.25; 13.89; 2.25
Electronic energy / Eh: -4855.05669; -1827.11146; -532.06568; -246.06940; -2928.80312